(1)
Computed, not measured: 6 unconnected molecules or ions with the total composition BrH10O5 at a distorted geometry, with ωB97M-V/def2-TZVPD.

Summary:
**Total charge**: -1
**Strongest force on any atom**: 2.3 eV/Å
**Kohn-Sham gap**: 8.7461 eV
**E**: -80445.6224 eV
**LUMO energy**: 0.1243 hartree
**Highest occupied orbital energy**: -0.197 hartree
**ΔE to the lowest compared entry with this formula, charge and spin**: 0.513 eV

```
16
Properties=species:S:1:pos:R:3:forces:R:3
Br -17.818 14.290 -15.476 -0.263 0.235 -0.437
O -14.515 14.601 -15.599 0.866 0.373 0.614
O -16.268 15.546 -12.931 0.608 0.047 -0.226
O -16.291 11.987 -17.323 1.663 -0.474 -1.286
O -15.967 12.527 -13.256 0.093 -0.237 1.962
O -19.014 11.212 -14.780 -0.362 -2.214 -0.189
H -14.337 14.252 -16.451 0.852 -0.682 -1.170
H -15.815 12.058 -14.048 0.137 -0.596 -1.518
H -16.955 15.802 -12.331 -0.544 0.136 0.551
H -18.628 10.492 -15.334 -0.314 1.236 0.607
H -15.446 14.735 -15.715 -1.574 0.302 0.561
H -16.756 15.316 -13.739 -0.088 0.027 -0.231
H -16.134 13.430 -13.501 -0.061 0.575 -0.203
H -18.648 12.039 -15.068 0.627 0.929 -0.370
H -15.651 12.463 -17.888 -0.103 -0.792 0.298
H -16.865 12.712 -17.160 -1.536 1.134 1.036
```
Forces are in eV/Å.

***

(2)
Computed, not measured: 6 unconnected molecules or ions with the total composition BrH10O5, with ωB97M-V/def2-TZVPD.

Summary:
**Total charge**: -1
**Strongest force on any atom**: 0.4 eV/Å
**Kohn-Sham gap**: 7.0819 eV
**E**: -80444.6477 eV
**LUMO energy**: 0.1145 hartree
**Highest occupied orbital energy**: -0.146 hartree
**ΔE to the lowest compared entry with this formula, charge and spin**: 1.488 eV

```
16
Properties=species:S:1:pos:R:3:forces:R:3
Br 0.020 -0.720 -0.392 -0.020 0.140 -0.034
O 4.385 -0.658 -4.499 0.162 -0.068 -0.309
O 0.162 4.293 -2.672 0.004 0.387 -0.096
O -4.990 1.841 -1.359 -0.325 0.091 0.079
O -0.199 -6.150 3.400 0.167 -0.226 0.066
O 0.679 0.634 5.393 -0.027 -0.096 0.301
H 0.276 3.736 -1.902 0.014 -0.261 0.249
H 0.441 0.664 4.467 -0.081 -0.108 -0.367
H 1.102 1.477 5.559 0.104 0.175 0.027
H -0.962 -6.364 3.938 -0.162 -0.043 0.128
H 5.002 -0.227 -3.909 0.116 0.073 0.168
H -4.898 2.168 -2.255 0.042 0.060 -0.189
H 0.054 3.680 -3.399 -0.023 -0.200 -0.119
H -4.125 1.496 -1.140 0.332 -0.189 0.134
H -0.471 -5.388 2.890 0.012 0.288 -0.212
H 3.525 -0.481 -4.119 -0.313 -0.024 0.175
```
Forces are in eV/Å.

***

(3)
Computed, not measured: 7 unconnected molecules or ions with the total composition BrH12O6, with ωB97M-V/def2-TZVPD.

Summary:
**Total charge**: -1
**Strongest force on any atom**: 0.6 eV/Å
**Kohn-Sham gap**: 7.7327 eV
**E**: -82525.1662 eV
**LUMO energy**: 0.1129 hartree
**Highest occupied orbital energy**: -0.171 hartree
**ΔE to the lowest compared entry with this formula, charge and spin**: 1.303 eV

```
19
Properties=species:S:1:pos:R:3:forces:R:3
Br -0.197 -0.187 0.015 -0.048 0.021 0.105
O -1.571 1.368 -4.159 -0.141 0.005 -0.406
O -2.218 4.162 1.225 -0.016 0.378 0.124
O -0.997 -0.849 4.274 -0.068 0.047 0.496
O -1.953 -4.267 -0.837 -0.233 -0.406 0.059
O 3.679 2.812 -1.264 0.361 0.115 -0.059
O 3.271 -3.427 0.831 0.163 -0.272 -0.115
H 2.640 -2.782 1.152 -0.361 0.314 -0.080
H -1.652 -4.326 -1.744 0.112 0.050 -0.159
H -1.000 -1.795 4.123 0.002 -0.171 -0.127
H -1.698 2.299 -3.975 -0.034 0.169 0.097
H -0.829 -0.469 3.412 0.096 0.145 -0.534
H 3.934 -3.477 1.521 0.149 -0.003 0.136
H -3.013 4.089 0.695 -0.146 -0.062 -0.125
H -1.884 3.266 1.279 0.221 -0.395 -0.038
H 3.029 2.359 -0.727 -0.277 -0.294 0.165
H -1.801 -3.354 -0.592 0.186 0.477 0.147
H 3.183 3.495 -1.715 -0.136 0.113 -0.094
H -0.922 1.082 -3.516 0.171 -0.233 0.408
```
Forces are in eV/Å.